# 1
{"formula": "C4H5NO", "method": "wB97M-V/def2-TZVPD", "elements": ["C", "C", "C", "O", "H", "H", "C", "N", "H", "H", "H"], "positions_angstrom": [[-2.2143, -0.2840, -0.4057], [-1.2424, 0.2539, -0.8740], [-0.0756, 0.9452, -1.4313], [0.4396, 0.6161, -2.4713], [-3.0728, -0.7714, 0.0037], [0.2815, 1.8046, -0.8389], [0.9651, -0.8472, 1.1953], [1.6274, 0.0859, 0.6481], [0.5071, -1.6031, 0.5522], [0.7912, -0.9329, 2.2738], [1.9932, 0.7330, 1.3482]], "lowdin_charge": [0.13, -0.08, -0.33, 0.06, 0.04, 0.11, -0.13, 0.03, 0.06, 0.07, 0.05], "e_lumo_ev": 0.29, "e_above_lowest_kcal_mol": 80.0, "e_tot_ev": -7763.058, "smiles": "C#CC=O.C=N", "homo_lumo_gap_ev": 10.57}

# 2
{"formula": "C3H4N2OS2", "method": "wB97M-V/def2-TZVPD", "elements": ["N", "N", "C", "S", "C", "C", "O", "S", "H", "H", "H", "H"], "positions_angstrom": [[1.9612, -1.2498, -1.5061], [1.6834, -1.3682, -0.1353], [0.6390, -0.6886, 0.1070], [-0.2045, -0.4971, 1.7805], [-1.1450, 0.9313, 1.4517], [-1.7187, 0.8013, -0.0446], [-2.7180, 1.4089, -0.4972], [-0.4720, -0.0130, -1.0753], [2.0003, -0.2055, -1.8896], [2.8391, -2.0355, -1.5487], [-0.7378, 2.1032, 1.3251], [-2.1270, 0.8131, 2.0325]], "lowdin_charge": [-0.13, -0.13, -0.88, 0.85, -0.54, -0.69, -0.01, 0.98, 0.11, 0.17, 0.17, 0.10], "e_lumo_ev": 0.00, "e_above_lowest_kcal_mol": 78.7, "e_tot_ev": -29870.730, "smiles": "N/N=C1/SCC(=O)S1", "homo_lumo_gap_ev": 8.80}

# 3
{"formula": "C4H12O2", "method": "wB97M-V/def2-TZVPD", "elements": ["C", "C", "C", "C", "H", "H", "H", "H", "H", "H", "H", "H", "H", "H", "O", "H", "H", "O"], "positions_angstrom": [[0.6096, 0.8826, 0.4487], [0.5645, 0.0846, -0.8175], [-0.3549, -0.9070, -0.8438], [-0.5109, -1.9572, -1.9954], [1.5601, 0.4660, 0.9104], [0.8070, 1.9353, 0.0531], [-0.2084, 0.8202, 1.1317], [1.3794, 0.3292, -1.5047], [-1.0342, -0.9546, -0.0258], [-1.0785, -2.7286, -1.4130], [-1.0036, -1.5742, -2.9475], [0.4365, -2.4910, -2.1255], [-0.7712, 2.6874, 0.0489], [-0.8177, 3.2108, 1.4300], [-1.3671, 3.0192, 0.7403], [0.5008, -1.5740, 1.7910], [0.9523, -0.3274, 2.6809], [0.3364, -0.9214, 2.4382]], "lowdin_spin": [0.08, 0.35, 0.39, 0.06, 0.04, 0.02, 0.00, 0.01, 0.01, 0.00, 0.02, 0.02, 0.00, 0.00, 0.00, 0.00, 0.00, 0.00], "s2": 0.752, "e_lumo_ev": [-4.94, -9.08], "multiplicity": 2, "e_above_lowest_kcal_mol": 47.1, "e_tot_ev": -8426.120, "total_charge": 1, "homo_lumo_gap_ev": [10.15, 6.00]}

# 4
{"formula": "C3H4OS", "method": "wB97M-V/def2-TZVPD", "elements": ["C", "C", "O", "C", "S", "H", "H", "H", "H"], "positions_angstrom": [[2.7545, -0.3329, -0.0077], [1.7088, 0.4197, -0.1540], [0.5025, -0.2318, 0.1438], [-0.6108, 0.4550, 0.1137], [-2.1467, -0.1828, -0.0686], [3.7454, -0.0917, -0.2761], [2.5588, -1.3371, 0.2370], [1.5004, 1.4513, -0.1054], [-0.5932, 1.5065, 0.3801]], "lowdin_charge": [0.07, -0.15, -0.12, -0.72, 0.63, 0.06, 0.07, 0.10, 0.06], "e_lumo_ev": 0.09, "e_above_lowest_kcal_mol": 40.6, "e_tot_ev": -16056.348, "smiles": "C=COC=S", "homo_lumo_gap_ev": 8.95}

# 5
{"formula": "C23H24ClN6PtS", "method": "wB97M-V/def2-TZVPD", "elements": ["Pt", "C", "C", "N", "C", "S", "N", "N", "C", "C", "C", "C", "C", "C", "C", "N", "H", "H", "H", "H", "H", "H", "H", "H", "H", "H", "H", "H", "H", "C", "C", "C", "C", "C", "C", "N", "N", "C", "C", "C", "C", "C", "C", "H", "H", "H", "H", "H", "H", "H", "H", "H", "Cl", "C", "H", "H"], "positions_angstrom": [[-0.8097, -0.7954, -0.3551], [0.7836, -0.3313, 5.3228], [1.6335, -0.0122, 4.0997], [0.9897, 0.9425, 3.2025], [0.2403, 0.6507, 2.1363], [0.0412, -1.0638, 1.7416], [-0.2911, 1.6399, 1.4725], [-0.9376, 1.2442, 0.3538], [-1.6196, 2.0821, -0.3364], [-1.8787, 3.4918, 0.0724], [-2.1233, 1.5540, -1.6146], [-2.9584, 2.2832, -2.4436], [-3.3803, 1.7352, -3.6442], [-2.9582, 0.4652, -3.9968], [-2.1303, -0.2156, -3.1248], [-1.7146, 0.3150, -1.9712], [1.3142, -1.0259, 5.9743], [-0.1596, -0.7934, 5.0283], [0.5636, 0.5734, 5.8901], [1.8404, -0.9211, 3.5365], [2.5863, 0.4210, 4.4020], [1.0119, 1.9187, 3.4564], [-1.4368, 3.6747, 1.0458], [-2.9537, 3.6736, 0.1271], [-1.4487, 4.1915, -0.6478], [-3.2764, 3.2721, -2.1483], [-4.0284, 2.3004, -4.3005], [-3.2571, 0.0059, -4.9275], [-1.7712, -1.2108, -3.3489], [3.6270, 2.9101, -0.7661], [2.3736, 2.9491, -1.3624], [1.5980, 1.8041, -1.4235], [2.0787, 0.6217, -0.8824], [3.3274, 0.5742, -0.2773], [4.1019, 1.7215, -0.2257], [1.2808, -0.5629, -1.0078], [1.9093, -1.6385, -1.0196], [1.1507, -2.7927, -0.8023], [1.8042, -4.0186, -0.8901], [1.1018, -5.1820, -0.6446], [-0.2550, -5.1132, -0.3509], [-0.9116, -3.8874, -0.2673], [-0.2189, -2.7101, -0.4888], [4.2378, 3.8022, -0.7339], [2.0108, 3.8699, -1.7998], [0.6333, 1.8159, -1.9132], [3.6811, -0.3643, 0.1269], [5.0794, 1.6870, 0.2363], [2.8599, -4.0267, -1.1285], [1.6072, -6.1373, -0.6658], [-0.8122, -6.0209, -0.1583], [-1.9657, -3.8801, -0.0227], [-3.7904, -0.0910, 0.6806], [-2.6674, -1.4112, 0.2436], [-3.1312, -1.9458, -0.5820], [-2.5816, -2.0385, 1.1233]], "lowdin_charge": [1.18, -0.08, -0.26, 0.01, -0.67, 0.80, 0.04, -0.13, -0.32, 0.00, -0.25, 0.02, -0.01, -0.02, -0.09, -0.04, 0.08, 0.07, 0.08, 0.08, 0.12, 0.15, 0.08, 0.10, 0.10, 0.12, 0.12, 0.12, 0.13, -0.06, -0.06, -0.04, -0.26, -0.02, -0.06, -0.08, 0.10, -0.31, 0.00, -0.06, -0.05, -0.10, -0.34, 0.11, 0.11, 0.10, 0.11, 0.11, 0.12, 0.11, 0.11, 0.09, 0.56, -0.75, 0.02, -0.01], "e_lumo_ev": -3.70, "e_above_lowest_kcal_mol": 0.0, "e_tot_ev": -59779.626, "total_charge": 1, "homo_lumo_gap_ev": 7.49}

# 6
{"formula": "C16H41CdN2O11Pb", "method": "wB97M-V/def2-TZVPD", "elements": ["Cd", "Pb", "O", "H", "O", "H", "O", "H", "C", "C", "C", "O", "C", "N", "H", "H", "H", "H", "H", "H", "H", "H", "H", "H", "H", "C", "C", "C", "O", "C", "N", "H", "H", "H", "H", "H", "H", "H", "H", "H", "H", "H", "C", "C", "O", "C", "O", "O", "C", "H", "H", "H", "H", "H", "H", "H", "H", "C", "C", "O", "C", "O", "O", "C", "H", "H", "H", "H", "H", "H", "H", "H"], "positions_angstrom": [[1.5452, -4.9966, 2.5984], [-2.0088, -1.4002, 4.3438], [2.3230, -2.8529, 5.6942], [2.9123, -2.6059, 6.4333], [-1.6246, -6.1985, 4.1499], [-1.4532, -7.1293, 4.3920], [0.0046, -1.9881, 0.3898], [-0.4720, -1.5194, -0.3227], [-2.8291, 4.3346, 1.9093], [-1.9867, 4.3024, 3.1780], [-2.8953, 4.3548, 4.4325], [-3.6056, 3.1824, 4.5895], [-4.6708, 3.2277, 5.6115], [-1.2449, 3.0870, 3.2719], [-2.2483, 3.8676, 1.1139], [-3.1270, 5.3513, 1.6533], [-3.6278, 3.6230, 2.1186], [-1.3737, 5.2009, 3.1067], [-3.4982, 5.2629, 4.4199], [-2.2972, 4.4418, 5.3396], [-5.2094, 2.2805, 5.5843], [-5.3486, 4.0194, 5.2924], [-4.2842, 3.3528, 6.6230], [-0.5558, 3.1570, 4.0069], [-0.8193, 2.8967, 2.3759], [6.7809, -4.7323, -2.3508], [6.6607, -5.5359, -0.9917], [7.9268, -6.0727, -0.3931], [8.3668, -7.0588, -1.3363], [8.0572, -8.3941, -0.9239], [5.8866, -4.8298, -0.0786], [7.1321, -5.3411, -3.1840], [7.5388, -3.9661, -2.1876], [5.8695, -4.3417, -2.8034], [6.0063, -6.3800, -1.2092], [7.7204, -6.5461, 0.5668], [8.6735, -5.2787, -0.3962], [8.6361, -8.6749, -0.0440], [8.5508, -8.9671, -1.7088], [7.0382, -8.7332, -0.7373], [6.3818, -4.1998, 0.5362], [5.4163, -4.1305, -0.6354], [-10.0297, -0.5243, 2.3148], [-9.1754, 0.4098, 1.3628], [-8.6096, -0.2998, 0.2646], [-7.5319, -1.0212, 0.3156], [-6.6610, -1.1035, 1.2422], [-7.4118, -1.6108, -0.8771], [-6.2987, -2.4962, -1.1636], [-10.8709, -0.9475, 1.7659], [-10.3186, -0.0012, 3.2264], [-9.5582, -1.4500, 2.6450], [-8.4032, 0.9064, 1.9503], [-9.7885, 1.1619, 0.8663], [-6.0791, -3.1726, -0.3375], [-5.4142, -1.8681, -1.2696], [-6.3927, -3.0837, -2.0768], [5.1803, 6.9437, -5.6475], [3.7097, 7.0686, -6.0311], [2.9652, 6.1905, -5.2840], [2.8205, 4.8897, -5.6163], [3.2698, 4.3708, -6.6351], [2.0707, 4.2103, -4.7631], [1.3351, 3.0980, -5.1984], [5.7707, 6.1198, -6.0483], [5.2629, 6.9001, -4.5615], [5.6461, 7.8205, -6.0972], [3.5237, 6.9824, -7.1016], [3.3556, 8.0439, -5.6972], [1.9809, 2.2546, -5.4429], [0.7838, 3.3061, -6.1155], [0.6213, 2.8332, -4.4183]], "lowdin_charge": [0.93, 1.30, -0.38, -0.07, -0.35, -0.06, -0.35, -0.07, -0.05, -0.45, -0.25, -0.23, -0.05, 0.04, 0.07, 0.09, 0.08, 0.14, 0.13, 0.12, 0.08, 0.09, 0.08, 0.08, 0.07, -0.04, -0.49, -0.18, -0.19, -0.11, 0.01, 0.07, 0.08, 0.07, 0.13, 0.13, 0.13, 0.08, 0.09, 0.09, 0.08, 0.06, -0.05, -0.16, 0.04, -0.56, 0.03, 0.00, -0.02, 0.07, 0.07, 0.07, 0.11, 0.12, 0.09, 0.09, 0.09, -0.06, -0.25, 0.02, -0.55, 0.11, 0.00, -0.06, 0.08, 0.08, 0.08, 0.13, 0.13, 0.10, 0.10, 0.09], "e_lumo_ev": -7.53, "e_tot_ev": -52546.567, "total_charge": 1, "homo_lumo_gap_ev": 3.32}